No. 1
23
Properties=species:S:1:pos:R:3:nbo_charge:R:1 method="wB97M-V/def2-TZVPD" smiles="CC/C(C)=C/N.O.O" de_lowest_kj_mol=158.93 homo_ev=-8.009 total_charge=0
O 1.04728 1.46221 2.10877 -0.97
O -1.47723 0.27744 3.01913 -0.94
N -0.87865 2.14855 -1.37837 -0.82
C -0.68971 0.99746 -0.62006 -0.04
C -0.10144 -2.46178 -0.74202 -0.62
C 0.25605 0.11978 -0.80884 -0.07
C 0.26282 -1.20985 0.08656 -0.40
C 1.37193 0.15127 -1.86799 -0.64
H 2.35233 0.12463 -1.45050 0.22
H 0.14813 1.11569 2.29194 0.48
H 1.21564 0.97295 -2.51440 0.20
H -0.40758 -1.03736 0.98492 0.19
H 0.98431 1.43166 1.08493 0.47
H -1.21119 -2.29661 -1.07419 0.21
H -0.14405 -3.35485 -0.07634 0.21
H -1.39691 2.77564 -0.85096 0.37
H 1.37892 -0.75268 -2.43753 0.21
H -1.81968 0.54433 3.88987 0.48
H -1.35466 0.89570 0.16868 0.20
H 0.66252 -2.50849 -1.62354 0.21
H 1.20475 -1.32311 0.50433 0.20
H -1.29440 -0.63431 3.21877 0.47
H -0.10918 2.56170 -1.91318 0.38

---

No. 2
23
Properties=species:S:1:pos:R:3:nbo_charge:R:1 method="wB97M-V/def2-TZVPD" de_lowest_kj_mol=111.11 homo_ev=-4.005 total_charge=-1
O -4.13086 -2.11530 -0.60179 -0.79
O -2.36419 -1.44184 0.62825 -0.81
O 2.23457 2.42459 -2.03006 -0.69
C -2.89648 -1.96077 -0.37800 0.76
C 0.01236 -0.30261 2.38742 -0.67
C 0.39537 1.46209 -0.94789 -0.28
C 0.60657 0.40220 1.18818 -0.03
C 1.76093 1.75040 -0.89647 0.29
C 2.57375 1.40013 0.17511 -0.32
C 1.95488 0.74017 1.21431 -0.20
C -2.01818 -2.15921 -1.63261 -0.73
C -0.21516 0.84062 0.14976 -0.16
H -0.71636 -1.01994 1.97468 0.29
H -0.53608 0.36882 3.04303 0.21
H -2.52529 -2.64151 -2.46702 0.20
H 0.70245 -0.96928 2.90063 0.20
H -1.27243 0.61356 0.16133 0.26
H 3.16797 2.59762 -1.83971 0.46
H 0.01729 1.57657 -1.95491 0.22
H 3.61682 1.69457 0.13925 0.19
H 2.52673 0.61186 2.12968 0.20
H -1.77787 -1.15665 -1.99233 0.20
H -1.11678 -2.71610 -1.35083 0.19

---

Here are the calculated total energy numbers, same order: -11012.29906 -15655.14870 (eV).
Here are the calculated Kohn-Sham gap numbers, same order: 8.486 6.842 (eV).